Record 1
DFT (ωB97M-V/def2-TZVPD) results for a 2-piece molecular cluster, C27H35F6O2Si overall.

The net charge is +1. The HOMO-LUMO gap is 4.46 eV. The LUMO energy is -0.2334 Eh.

Last column: Mulliken charge in e.
Cartesian coordinates (Å):
C -5.16 1.13 1.73  -1.355
C -3.86 0.46 2.13  0.464
C -2.81 1.43 2.66  -0.793
C -1.48 0.83 3.04  -0.376
O -1.22 -0.16 1.99  -0.216
C 0.03 -0.55 1.79  0.602
C 0.18 -1.62 0.95  -1.321
O 0.96 0.19 2.37  -0.019
Si 2.59 0.45 1.93  -0.435
C 2.86 -0.14 0.19  -1.073
C 2.63 2.31 2.07  -1.140
C 3.78 -0.37 3.21  1.987
C 4.46 -1.60 2.58  -1.741
C 3.08 -0.79 4.51  -1.674
C 4.89 0.64 3.55  -1.807
H -5.82 0.41 1.23  0.292
H -5.73 1.54 2.58  0.414
H -4.96 1.94 1.03  0.296
H -4.06 -0.32 2.88  0.288
H -3.43 -0.03 1.24  -0.240
H -2.63 2.19 1.90  0.303
H -3.21 1.96 3.53  0.372
H -0.71 1.62 3.05  0.227
H -1.51 0.31 4.01  0.277
H 1.15 -2.08 0.88  0.418
H -0.75 -2.11 0.70  0.548
H 3.81 0.26 -0.19  0.585
H 2.90 -1.23 0.12  0.431
H 2.06 0.22 -0.48  0.206
H 3.56 2.74 1.66  0.373
H 1.79 2.74 1.50  0.359
H 2.52 2.62 3.12  0.302
H 5.03 -1.33 1.68  0.358
H 5.17 -2.02 3.31  0.496
H 3.75 -2.39 2.32  0.341
H 2.62 0.06 5.03  0.354
H 2.32 -1.56 4.35  0.334
H 3.83 -1.22 5.19  0.473
H 4.51 1.51 4.09  0.360
H 5.63 0.15 4.19  0.487
H 5.41 0.99 2.65  0.346
F -6.51 -0.61 -1.15  -0.258
C -5.71 -1.71 -1.00  0.778
F -5.84 -2.12 0.31  -0.229
F -6.27 -2.70 -1.77  -0.259
C -4.28 -1.46 -1.36  0.399
C -3.35 -2.44 -1.00  -0.594
C -2.03 -2.28 -1.37  -1.113
C -1.59 -1.09 -2.02  0.914
C -0.19 -0.98 -2.27  -0.231
C 0.38 -0.27 -3.37  0.761
C -0.39 0.36 -4.40  -0.397
C 0.21 1.11 -5.39  -1.201
C 1.60 1.19 -5.45  0.465
C 2.21 2.06 -6.50  0.794
F 3.54 2.31 -6.29  -0.256
F 2.10 1.51 -7.75  -0.228
F 1.58 3.28 -6.56  -0.241
C 2.40 0.47 -4.56  -0.853
C 1.80 -0.25 -3.54  -0.672
C -2.57 -0.10 -2.34  -0.706
C -3.91 -0.31 -2.04  -0.746
H -3.66 -3.32 -0.43  0.481
H -1.30 -3.06 -1.15  0.513
H 0.47 -1.63 -1.70  0.348
H -1.47 0.28 -4.42  0.819
H -0.39 1.65 -6.12  0.427
H 3.48 0.48 -4.67  0.475
H 2.42 -0.80 -2.84  0.430
H -2.30 0.85 -2.80  0.764
H -4.66 0.42 -2.32  0.516

=====

Record 2
DFT (ωB97M-V/def2-TZVPD) results for C4H15BrMnNO3 as an isolated structure.

The net charge is +1. The HOMO-LUMO gap (alpha / beta) is 7.52 / 3.85 eV. The spin multiplicity is 6. The LUMO energy (alpha / beta) is -0.1809 / -0.2504 Eh.

Last column: Löwdin spin population.
Cartesian coordinates (Å):
Mn 0.80 -0.38 -2.28  3.992
Br 2.18 -3.13 -5.01  0.997
C -1.65 1.50 2.60  0.000
C -0.88 0.54 1.70  0.000
C -1.71 -0.65 1.35  0.000
O -0.88 -1.54 0.58  0.002
C -1.44 -2.83 0.62  0.000
N -0.62 1.25 0.49  0.005
H -1.07 2.38 2.88  0.000
H -1.88 1.07 3.57  0.000
H -2.57 1.88 2.15  0.000
H 0.14 0.39 2.05  0.000
H -2.73 -0.40 1.07  0.000
H -1.82 -1.14 2.32  0.000
H -1.15 -3.40 1.50  0.000
H -0.91 -3.32 -0.21  0.000
H -2.52 -2.89 0.48  0.000
H -0.03 2.06 0.63  0.000
H -1.44 1.69 0.09  0.000
O 3.98 -0.32 -0.62  0.002
H 4.28 -0.91 0.07  0.000
H 4.67 -0.34 -1.28  0.000
O 2.26 2.61 -4.63  0.001
H 2.19 3.55 -4.74  0.000
H 2.81 2.32 -5.36  0.000

=====

Record 3
DFT (ωB97M-V/def2-TZVPD) results for one molecule with the formula C2H3FNP.

As for the SMILES: [H]/N=C1/CP1F. The net charge is 0. The HOMO-LUMO gap is 8.82 eV. The LUMO energy is 0.0105 Eh.

Last column: Mulliken charge in e.
Cartesian coordinates (Å):
H 0.91 2.36 0.04  0.249
N 1.07 1.41 -0.01  -0.525
C 0.26 0.49 0.24  0.368
C 0.17 -1.12 0.05  -0.606
P -1.37 -0.22 0.61  0.225
F -2.09 0.20 -0.78  -0.283
H 0.48 -1.36 -1.01  0.274
H 0.58 -1.76 0.85  0.296